Entry 1:
Computed, not measured: a structure of composition C40H44BrN2O2PPdSi, with wB97M-V/def2-TZVPD.

Geometry as XYZ:
```
92
Properties=species:S:1:pos:R:3:lowdin_charge:R:1
Pd 0.70400 -0.00513 0.15004 0.486
N -3.82585 1.85234 4.89459 0.172
C -3.60570 1.32096 3.90410 -0.188
C -3.30470 0.66080 2.69198 -0.199
C -4.22248 -0.17751 2.05680 0.002
C -3.84081 -0.78466 0.87595 -0.027
C -2.56996 -0.53939 0.37304 -0.120
N -1.69178 0.24910 0.98504 0.057
C -2.04433 0.83838 2.11487 -0.065
H -5.20416 -0.33731 2.47801 0.125
H -4.51054 -1.43836 0.34248 0.112
H -2.24735 -0.97368 -0.56547 0.069
H -1.31306 1.48702 2.58212 0.096
C -0.20001 -3.86257 -0.52897 -0.111
C 0.42502 -3.63977 0.84703 -0.529
C -0.67547 -3.51624 1.89723 -0.116
P 1.50011 -2.10346 0.79384 1.019
C 2.99425 -2.61030 -0.21184 -0.535
C 2.73868 -2.36555 -1.69823 -0.110
C 3.50845 -4.02294 0.06256 -0.111
C 2.14816 -2.01108 2.55706 -0.526
C 1.21951 -1.07086 3.32697 -0.144
C 3.57183 -1.46184 2.60705 -0.112
H -1.01228 -4.58378 -0.46324 0.077
H 0.52627 -4.24882 -1.23921 0.060
H -0.60228 -2.92756 -0.92037 0.052
H 1.06914 -4.48597 1.11268 0.100
H -1.26143 -2.61295 1.73087 0.058
H -0.26880 -3.50016 2.90547 0.062
H -1.34357 -4.37316 1.82470 0.080
H 3.76519 -1.88982 0.09106 0.084
H 2.01994 -3.07022 -2.10939 0.065
H 3.66790 -2.45888 -2.25879 0.083
H 2.35746 -1.35299 -1.84144 0.036
H 2.85818 -4.77255 -0.38557 0.071
H 3.58302 -4.21595 1.13284 0.066
H 4.50178 -4.13896 -0.37261 0.080
H 2.12364 -3.00917 3.00869 0.108
H 1.10491 -0.14419 2.75213 0.023
H 1.63421 -0.82194 4.30330 0.080
H 0.22983 -1.49690 3.47196 0.055
H 3.62669 -0.52456 2.05054 0.055
H 4.29433 -2.16542 2.19917 0.068
H 3.85913 -1.26192 3.63861 0.082
C 1.01128 4.84252 -3.33679 -0.089
C 2.19405 4.74537 -2.62311 -0.080
C 2.24630 3.98218 -1.47054 -0.089
C 1.12088 3.31299 -1.00285 -0.292
C -0.05395 3.40185 -1.74192 -0.117
C -0.11116 4.15958 -2.89807 -0.083
Si 1.22143 2.25653 0.59594 0.804
C 3.10251 1.97321 0.89034 -0.281
C 3.75912 2.41719 2.03305 -0.097
C 5.12434 2.23700 2.18102 -0.083
C 5.85345 1.61780 1.17759 -0.084
C 5.20839 1.16211 0.03758 -0.080
C 3.84176 1.32295 -0.09974 -0.123
C 0.51102 3.34656 2.00879 -0.274
C 0.55044 2.97383 3.35169 -0.144
C 0.06170 3.80723 4.34291 -0.079
C -0.49295 5.03114 4.01049 -0.077
C -0.55564 5.41061 2.67935 -0.073
C -0.05926 4.57608 1.69434 -0.086
H 0.96340 5.44714 -4.23114 0.100
H 3.07848 5.26488 -2.96513 0.102
H 3.17442 3.90534 -0.92309 0.098
H -0.93085 2.86273 -1.40598 0.108
H -1.03192 4.21889 -3.46179 0.105
H 3.19376 2.93085 2.79759 0.090
H 5.62342 2.59519 3.07040 0.102
H 6.92239 1.49863 1.28077 0.101
H 5.77515 0.67319 -0.74432 0.106
H 3.33892 0.97154 -0.99195 0.082
H 0.98131 2.01919 3.62490 0.091
H 0.10374 3.50327 5.38133 0.107
H -0.87501 5.68629 4.78111 0.105
H -0.99044 6.36120 2.40434 0.105
H -0.10143 4.88810 0.66268 0.094
Br -2.29368 -1.34562 -3.61607 0.820
C -1.02242 -0.37985 -4.63081 -0.582
C -1.18519 -0.34787 -6.00745 -0.134
C -0.26990 0.33571 -6.78852 -0.083
C 0.79003 1.00583 -6.19616 -0.074
C 0.94073 0.97067 -4.82523 -0.017
C 0.04848 0.26175 -4.02672 -0.155
C 0.35976 0.16634 -2.56248 -0.670
O 1.44672 0.64243 -2.18760 -0.068
O -0.44416 -0.43002 -1.80931 -0.211
H -2.01551 -0.86264 -6.46838 0.094
H -0.37862 0.34528 -7.86331 0.103
H 1.50559 1.53962 -6.80217 0.101
H 1.75782 1.46901 -4.32615 0.117
```

Results
molecular weight	830.188	u
E	-139959.069	eV

***

Entry 2:
Computed, not measured: a cluster of 2 separate species, C3H3NO2 in total, with wB97M-V/def2-TZVPD.

Geometry as XYZ:
```
9
Properties=species:S:1:pos:R:3:nbo_charge:R:1
C 1.10074 -0.80759 -1.20102 -0.073
N 1.72066 -0.93070 -0.22943 0.221
O 2.27453 -1.01055 0.82693 -0.393
H 0.61208 -1.08680 -2.07176 0.246
C -1.35658 0.56473 0.96380 -0.783
C -0.75575 1.11692 -0.01219 0.707
O -0.24538 1.70588 -0.85792 -0.461
H -1.72577 1.03352 1.82177 0.268
H -1.62452 -0.58542 0.75981 0.267
```

Results
structure (SMILES)	C#[N+][O-].C=C=O
molecular weight	85.062	u
E	-8740.046	eV
relative energy (zero: lowest compared OMol25 entry of this formula, charge and spin)	117.3	kcal/mol

***

Entry 3:
Computed, not measured: a cluster of 2 separate species, C4H11NO2 in total, with wB97M-V/def2-TZVPD.

Geometry as XYZ:
```
18
Properties=species:S:1:pos:R:3:nbo_charge:R:1
C -2.60337 0.91369 0.70125 -0.417
N -2.02590 -0.39008 1.04747 -0.610
C 1.14580 -0.67748 -0.88594 -0.654
C -0.99772 -0.82361 0.19420 0.339
C 0.42420 -0.61156 0.43756 -0.051
O 0.75993 0.59122 1.16560 -0.668
H -1.80818 1.65115 0.50064 0.182
H -3.24429 1.35390 1.46216 0.228
H -3.16113 0.87008 -0.24338 0.214
H -1.68167 -0.33660 2.00541 0.396
H 0.70788 0.09395 -1.52118 0.229
H 1.00379 -1.62710 -1.40941 0.216
H 2.23471 -0.40768 -0.94438 0.356
H -1.19629 -1.71582 -0.38606 0.206
H 0.71108 -1.45605 1.09787 0.238
H 3.69161 0.97319 -2.38076 0.423
H 0.37924 1.20533 0.52597 0.462
O 2.82419 0.56173 -2.25149 -1.088
```

Results
molecular weight	105.137	u
E	-9904.418	eV
relative energy (zero: lowest compared OMol25 entry of this formula, charge and spin)	180.4	kcal/mol